DFT (ωB97M-V/def2-TZVPD) results for the molecule C4H5N3O2.

Last columns: bonded neighbours and bond lengths (Å).
Cartesian coordinates (Å):
1 C 2.06193 -0.07890 0.30195  N2 1.435, H10 1.082, H11 1.268, H12 1.273
2 N 0.64969 -0.03162 0.55298  C1 1.435, C3 1.479, N9 1.568
3 C 0.14189 1.16623 -0.15027  N2 1.479, N4 1.268, H13 1.211
4 N -0.95339 1.75930 -0.38851  C3 1.268, O5 1.461
5 O -2.11587 1.22051 0.31372  N4 1.461, C6 1.381
6 C -2.20700 -0.14425 0.12196  O5 1.381, O7 1.272, C8 1.447
7 O -3.36627 -0.61401 0.35469  C6 1.272
8 C -1.18383 -1.04748 -0.36025  C6 1.447, N9 1.352, H14 1.074
9 N 0.15497 -1.23440 -0.32268  N2 1.568, C8 1.352
10 H 2.51181 0.14212 -0.65695  C1 1.082
11 H 2.55709 0.47672 1.32807  C1 1.268
12 H 2.46522 -1.27952 0.43353  C1 1.273
13 H 1.12666 1.47005 -0.78652  C3 1.211
14 H -1.84290 -1.80474 -0.74174  C8 1.074

Summary:
E_HOMO: -10.62 eV
SMILES string: CN1C=NOC(=O)C=N1
electronic energy: -469.93987 hartree